No. 1
C3H6FO2Tl as an isolated structure. Source: the OMol25 dataset; level of theory: ωB97M-V with the def2-TZVPD basis set.

The energy above the lowest of the compared OMol25 structures with the same formula, charge and spin is 0.0 kJ/mol. The highest occupied orbital energy is -7.829 eV. The total energy is -540.66534 Ha.

The geometry in ORCA input format:
```
! wB97M-V def2-TZVPD RIJCOSX def2/J DEFGRID3
* xyz 0 1
Tl 0.905 -2.002 2.292
F -1.596 -0.714 -3.855
O -0.572 -1.111 0.729
O 2.110 -1.147 0.953
C -1.916 -0.679 0.829
C 1.564 -0.574 -0.064
C 0.209 -0.438 -0.213
H -1.961 0.387 1.100
H 2.202 -0.071 -0.810
H -1.128 -1.532 -3.588
H -2.434 -0.826 -0.131
H -0.279 0.146 -0.997
H -2.403 -1.284 1.602
*
```



No. 2
C12H17N7O3SV as an isolated structure. Source: the OMol25 dataset; level of theory: ωB97M-V with the def2-TZVPD basis set.

The energy above the lowest of the compared OMol25 structures with the same formula, charge and spin is 127.4 kJ/mol. The highest occupied orbital energy (spin up / spin down) is -15.042 / -14.906 eV. The total energy is -2417.99096 Ha.

The geometry in ORCA input format:
```
! wB97M-V def2-TZVPD RIJCOSX def2/J DEFGRID3
* xyz 2 2
V 0.316 0.516 -0.391
S 2.705 0.366 0.253
O 0.995 1.921 -1.847
O -1.209 1.565 -0.828
O 0.275 -0.166 2.333
N 2.377 -1.110 -1.903
N 0.788 2.744 -0.936
N -0.407 2.541 -0.346
N 0.060 0.859 1.454
N 4.495 -0.281 -1.597
N 1.091 -1.196 -1.412
N -1.112 -1.068 -0.224
C -1.861 -3.198 -1.006
C 3.248 -0.373 -1.180
C -3.301 -1.831 0.323
C -0.630 3.018 0.986
C -0.632 2.270 3.397
C 0.959 -3.507 -2.211
C -0.895 -2.224 -0.893
C 0.435 -2.299 -1.524
C -2.287 -0.882 0.369
C -3.090 -2.999 -0.380
C -0.931 4.464 1.174
C -0.438 2.051 1.930
H -4.239 -1.635 0.822
H 5.144 0.295 -1.083
H -1.389 4.883 0.281
H -3.865 -3.750 -0.451
H -1.291 3.115 3.571
H 4.845 -0.766 -2.410
H -0.018 5.028 1.383
H 2.619 -1.571 -2.769
H -1.675 -4.100 -1.569
H -1.093 1.400 3.868
H 0.895 -3.385 -3.296
H -1.612 4.616 2.009
H 0.398 -4.396 -1.940
H 0.438 0.205 3.217
H 2.003 -3.672 -1.941
H -2.430 0.060 0.880
H 0.319 2.490 3.888
*
```



No. 3
An isolated ion of composition C3H7N4S and charge +1. Source: the OMol25 dataset; level of theory: ωB97M-V with the def2-TZVPD basis set.

The energy above the lowest of the compared OMol25 structures with the same formula, charge and spin is 273.1 kJ/mol. The highest occupied orbital energy (spin up / spin down) is -13.665 / -13.338 eV. The total energy is -735.22266 Ha.

The geometry in ORCA input format:
```
! wB97M-V def2-TZVPD RIJCOSX def2/J DEFGRID3
* xyz 1 3
S 1.917 -3.284 -0.858
N -2.831 1.660 1.620
N -1.220 0.076 1.093
N -0.110 -0.056 0.308
N -1.963 1.100 0.993
C 0.344 -1.219 -0.027
C 1.418 -1.510 -0.958
C 0.493 1.197 -0.115
H -0.039 2.163 0.177
H 0.470 1.068 -1.226
H 1.009 -1.403 -1.969
H -3.264 2.407 1.126
H -0.155 -2.188 0.344
H 2.322 -1.027 -0.701
H 1.608 1.015 0.192
*
```



No. 4
A 3-piece molecular cluster, C40H66N2O8 overall. Source: the OMol25 dataset; level of theory: ωB97M-V with the def2-TZVPD basis set.

The highest occupied orbital energy (spin up / spin down) is -8.484 / -9.260 eV. The total energy is -2274.98896 Ha.

The geometry in ORCA input format:
```
! wB97M-V def2-TZVPD RIJCOSX def2/J DEFGRID3
* xyz 0 3
O 6.054 -0.596 -2.414
O 1.727 -2.790 -0.788
O 4.774 -3.137 -4.900
O -1.064 0.996 -5.889
O 0.131 2.579 -6.908
O -0.945 2.962 -1.855
O 7.350 0.417 -3.884
O -3.030 2.454 4.943
N -3.783 1.848 5.803
N -1.687 2.355 -0.984
C -1.515 0.467 -2.613
C -3.524 2.433 7.152
C 0.567 -2.415 -5.900
C -0.165 0.406 -0.527
C 2.784 -3.837 -3.936
C 6.090 -2.020 -2.661
C -2.271 -0.099 6.287
C 4.133 -3.186 -3.898
C -1.388 4.464 0.318
C 4.676 -2.561 -2.651
C -4.687 2.104 8.110
C 2.381 -4.523 -5.223
C 2.489 -3.001 -1.673
C -1.410 2.935 0.363
C 5.077 0.592 -4.386
C -0.640 2.268 -6.071
C 6.259 0.131 -3.566
C -3.584 0.376 5.653
C -1.488 0.882 -1.141
C -1.202 3.297 -5.150
C 3.893 -2.482 -1.594
C 0.069 0.922 0.891
C 0.910 -4.932 -5.251
C -0.525 -1.330 -5.712
C -3.502 3.963 7.100
C 4.223 -2.927 0.852
C -2.056 0.420 7.706
C -2.556 2.600 1.336
C -4.775 -0.386 6.284
C -3.591 -0.043 4.181
C -0.084 -3.778 -5.593
C 3.160 -2.675 1.937
C 0.019 0.055 -6.027
C -0.482 4.318 -4.803
C -2.206 1.938 7.754
C 3.083 -1.208 2.424
C -2.669 0.117 -0.495
C 2.017 -3.743 -2.874
C -0.083 2.440 0.945
C 4.291 -1.861 -0.273
H 4.613 -0.260 -4.895
H -2.305 4.858 -0.124
H 0.573 -5.396 -4.321
H -3.433 4.370 8.109
H 1.371 -2.134 -5.218
H -4.716 1.064 8.425
H -0.614 -4.072 -6.505
H -4.961 -1.325 5.763
H -4.507 0.284 3.683
H 0.009 2.776 1.981
H 0.857 -2.355 -6.954
H 2.559 -1.193 3.381
H -3.592 0.695 -0.546
H -1.305 4.866 1.328
H -0.745 -1.344 -4.635
H -2.647 4.348 6.546
H 0.751 2.895 0.402
H -1.055 0.144 8.044
H -2.244 -1.192 6.291
H 6.544 -2.155 -3.644
H 0.669 0.735 -1.157
H 4.006 -3.907 0.412
H -2.578 1.558 1.646
H -0.878 5.044 -4.106
H -2.861 -0.822 -1.016
H -0.136 -0.687 -0.526
H 2.980 -5.443 -5.256
H -4.598 2.688 9.027
H 5.407 1.303 -5.136
H -4.609 -0.654 7.326
H 2.482 -0.612 1.730
H 3.609 -1.019 -0.125
H -0.672 0.869 -3.175
H 4.317 1.050 -3.746
H -1.457 -1.571 -6.229
H -2.739 0.356 3.631
H -1.364 2.390 7.220
H -1.458 -0.619 -2.695
H -4.412 4.354 6.643
H -2.458 3.176 2.257
H 3.459 -3.270 2.811
H -3.526 2.847 0.900
H 6.666 -2.528 -1.888
H 0.769 0.331 -5.277
H 5.195 -3.045 1.341
H 1.076 0.646 1.215
H 0.812 -5.715 -6.009
H -2.225 3.205 -4.800
H -1.428 0.226 5.668
H 2.161 -3.020 1.667
H 4.098 -0.808 2.492
H -0.617 0.442 1.595
H -5.697 0.194 6.218
H 1.025 -4.173 -2.825
H 0.470 0.057 -7.022
H 5.288 -1.431 -0.342
H -2.752 -0.056 8.402
H 0.512 4.412 -5.224
H -2.488 -0.154 0.545
H -5.648 2.352 7.657
H -3.535 -1.129 4.103
H -2.437 0.793 -3.099
H 2.693 -3.928 -6.082
H -0.540 4.852 -0.247
H -2.128 2.278 8.790
H -0.850 -3.650 -4.823
*
```



no.,F_max (eV/A)
1,4.522
2,1.200
3,3.619
4,2.553